1.
This record from the OMol25 dataset describes the molecule Cl3H2N3 at a distorted geometry. The level of theory is the ωB97M-V functional and the def2-TZVPD basis.

The geometry in XYZ format:
```
8
Properties=species:S:1:pos:R:3
N -1.3209 0.1637 -0.2396
N -0.1072 0.8241 -0.1465
N 0.8860 -0.5629 -0.3220
Cl 0.0932 1.3977 1.4088
Cl 1.1709 -1.1989 1.1910
Cl 2.5277 0.0037 -0.9590
H -1.6024 -0.6984 0.3032
H -1.6474 0.0709 -1.2359
```

Output
E_tot	-1545.84193	a.u.
relative energy (zero: lowest compared OMol25 entry of this formula, charge and spin)	1.4078	eV
multiplicity	1
F_max	3.6	eV Å⁻¹
orbital gap	9.82	eV
E_HOMO	-9.93	eV
SMILES	NN(Cl)N(Cl)Cl



2.
This record from the OMol25 dataset describes the molecule C5H8N2O at a distorted geometry. The level of theory is the ωB97M-V functional and the def2-TZVPD basis.

The geometry in XYZ format:
```
16
Properties=species:S:1:pos:R:3
C 0.9059 0.0862 1.9112
C 0.7207 -0.2455 0.3921
C 1.1368 -1.2880 -0.2306
C -0.0880 0.9111 0.0790
C -2.3851 0.2964 -2.3345
H 2.4165 -0.3310 1.4416
H 1.0325 1.2822 1.8831
H -0.1747 0.0413 2.4239
H 0.8508 -1.2927 -1.1768
H 1.4392 -2.2010 0.2767
H -0.2840 1.6643 0.7917
H -3.5345 0.4185 -2.0659
H -2.0930 -0.4114 -3.1052
N -0.8247 1.3970 -0.8808
N -1.1282 0.4360 -1.7350
O 2.0096 -0.7633 2.3293
```

Output
E_tot	-379.80896	a.u.
relative energy (zero: lowest compared OMol25 entry of this formula, charge and spin)	7.5979	eV
multiplicity	1
F_max	6.4	eV Å⁻¹
orbital gap	8.25	eV
E_HOMO	-8.71	eV
SMILES	C=N/N=C\C(=C)CO



3.
This record from the OMol25 dataset describes the molecule C3H5NO2. The level of theory is the ωB97M-V functional and the def2-TZVPD basis.

The geometry in XYZ format:
```
11
Properties=species:S:1:pos:R:3
N -0.4493 0.5138 -0.8735
C 0.5200 1.2248 -0.4508
O 1.3001 0.6796 0.4668
C 0.7714 -0.6756 0.7059
C -0.7508 -0.6992 0.4335
O -1.6067 -0.2360 1.1903
H -1.2331 0.9424 -1.3414
H 0.7452 2.2342 -0.7950
H 0.9641 -1.0377 1.7206
H 1.2670 -1.3073 -0.0382
H -0.9183 -1.6063 -0.1845
```

Output
E_tot	-322.48615	a.u.
relative energy (zero: lowest compared OMol25 entry of this formula, charge and spin)	2.3995	eV
multiplicity	1
F_max	0.7	eV Å⁻¹
orbital gap	9.45	eV
E_HOMO	-8.70	eV



4.
This record from the OMol25 dataset describes a cluster of 5 separate species, C51H69N2O7 in total. The level of theory is the ωB97M-V functional and the def2-TZVPD basis.

The geometry in XYZ format:
```
129
Properties=species:S:1:pos:R:3
C -6.4081 3.8482 2.2343
C -5.3156 3.0935 3.0149
C -5.7593 3.0897 4.4938
C -4.0138 3.8967 2.8582
C -5.2851 1.6658 2.4192
C -4.0987 0.7126 2.6879
C -3.5220 0.8255 4.1078
C -4.6714 -0.7148 2.5447
C -2.9778 0.8234 1.6481
C -1.9198 -0.0859 1.7012
C -0.8703 -0.0484 0.8046
C -0.8493 0.9161 -0.1977
O 0.1676 1.0273 -1.0915
C 0.5749 -0.1911 -1.7293
C 1.2439 0.1397 -3.0454
O 2.6066 0.4101 -2.8731
C 3.0344 1.6893 -3.3606
C 4.5317 1.6549 -3.6352
C 4.9158 2.4496 -4.8888
C 6.4366 2.3509 -5.1092
C 7.3514 2.9746 -4.0441
C 7.7630 4.4121 -4.3870
C 8.8114 4.5043 -5.4783
N 8.9805 5.9158 -5.8971
C 4.4213 3.9300 -4.6524
O 3.7218 4.4481 -5.5491
O 4.7839 4.4207 -3.5703
N 4.1733 1.8691 -6.0333
O 4.3794 0.4622 -6.1334
C 4.4771 2.4769 -7.3213
C 3.1948 2.6635 -8.1234
O 3.3096 3.7661 -9.0441
C 2.5925 4.8486 -8.6545
O 1.8478 5.4220 -9.4013
C -1.8930 1.8235 -0.2764
C -2.9336 1.7787 0.6343
H -6.4861 4.8788 2.5815
H -7.3785 3.3861 2.4385
H -6.2352 3.8140 1.1599
H -4.8990 3.1394 5.1605
H -6.3366 2.2001 4.7408
H -6.3600 3.9753 4.7027
H -3.9879 4.3837 1.8825
H -3.9826 4.6893 3.6057
H -3.1115 3.2967 2.9285
H -6.2034 1.1703 2.7399
H -5.3802 1.7651 1.3367
H -2.7824 1.6165 4.2104
H -4.3008 0.9691 4.8529
H -3.0155 -0.1059 4.3652
H -5.5386 -0.8039 3.2046
H -3.9577 -1.4741 2.8535
H -5.0381 -0.8925 1.5332
H -1.9197 -0.8295 2.4874
H -0.0678 -0.7689 0.8850
H 1.2992 -0.7177 -1.1048
H -0.3100 -0.8088 -1.9017
H 0.7065 0.9837 -3.4864
H 1.1104 -0.7074 -3.7284
H 2.8246 2.4451 -2.5994
H 2.4766 1.9694 -4.2546
H 5.0270 2.1108 -2.7827
H 4.8752 0.6231 -3.7012
H 6.6717 1.2816 -5.1698
H 6.7203 2.7774 -6.0735
H 6.8626 3.0095 -3.0770
H 8.2766 2.3936 -3.9928
H 8.1598 4.8903 -3.4891
H 6.8865 4.9927 -4.6759
H 9.7853 4.1761 -5.1107
H 8.5254 3.8948 -6.3408
H 9.3667 5.9574 -6.8321
H 8.0652 6.3474 -5.9595
H 5.2963 0.3242 -6.4206
H 5.2204 1.8938 -7.8803
H 4.8724 3.4728 -7.1656
H 2.9244 1.7701 -8.6825
H 2.4183 2.8656 -7.3883
H 2.7919 5.1777 -7.6256
H -1.8568 2.5685 -1.0591
H -3.7235 2.5081 0.5463
C 1.6936 -2.7837 5.8929
C 1.0765 -1.6573 5.3668
C 0.6067 -1.6704 4.0609
C 0.7483 -2.8115 3.2832
C 1.3635 -3.9388 3.8095
C 1.8383 -3.9237 5.1137
H 2.0632 -2.7727 6.9108
H 0.9620 -0.7682 5.9734
H 0.1316 -0.7896 3.6478
H 0.3797 -2.8219 2.2649
H 1.4749 -4.8283 3.2030
H 2.3208 -4.8021 5.5226
C 5.6693 -6.5598 7.7933
C 6.7279 -7.0957 7.0733
C 7.0380 -6.5934 5.8169
C 6.2931 -5.5514 5.2823
C 5.2357 -5.0139 6.0032
C 4.9227 -5.5196 7.2572
H 5.4263 -6.9525 8.7723
H 7.3118 -7.9055 7.4916
H 7.8609 -7.0144 5.2538
H 6.5356 -5.1576 4.3039
H 4.6573 -4.1994 5.5876
H 4.0956 -5.1020 7.8180
C -9.1407 -2.5138 3.7840
C -9.1680 -3.7872 4.3358
C -8.3483 -4.7823 3.8229
C -7.4972 -4.5025 2.7624
C -7.4646 -3.2283 2.2135
C -8.2908 -2.2356 2.7228
H -9.7816 -1.7374 4.1819
H -9.8288 -4.0038 5.1654
H -8.3729 -5.7771 4.2492
H -6.8572 -5.2791 2.3632
H -6.8016 -3.0095 1.3854
H -8.2693 -1.2425 2.2916
C -5.4329 -4.0742 -2.6470
C -5.0079 -4.1013 -1.3257
C -4.3823 -2.9904 -0.7773
C -4.1862 -1.8498 -1.5442
C -4.6128 -1.8232 -2.8646
C -5.2336 -2.9359 -3.4162
H -5.9188 -4.9404 -3.0775
H -5.1641 -4.9881 -0.7242
H -4.0452 -3.0080 0.2522
H -3.6993 -0.9835 -1.1108
H -4.4599 -0.9351 -3.4639
H -5.5621 -2.9158 -4.4474
```

Output
E_tot	-2620.91546	a.u.
multiplicity	1
F_max	0.8	eV Å⁻¹
total charge	-1
orbital gap	7.01	eV
E_HOMO	-5.27	eV



5.
This record from the OMol25 dataset describes a cluster of 2 separate species, C3H9N3O in total at a distorted geometry. The level of theory is the ωB97M-V functional and the def2-TZVPD basis.

The geometry in XYZ format:
```
16
Properties=species:S:1:pos:R:3
C -0.0615 -0.8224 -0.1718
N -0.3533 -0.8086 -1.5157
N 1.9441 0.6467 -0.7456
N 0.2960 -1.8323 0.5160
H 0.0158 -1.5664 -2.0674
H -0.6498 0.0839 -1.8813
H 2.3297 0.0956 0.0151
H 2.7138 1.1857 -1.1295
H 0.4012 -2.6844 -0.0285
C -0.9262 0.3064 0.5951
C -1.2231 0.2585 1.8896
O -1.2738 1.3580 -0.2234
H -1.7881 1.9996 0.2844
H 1.2652 1.3269 -0.3973
H -0.9245 -0.5954 2.4686
H -1.7656 1.0480 2.3915
```

Output
E_tot	-359.16999	a.u.
relative energy (zero: lowest compared OMol25 entry of this formula, charge and spin)	2.0259	eV
multiplicity	1
F_max	3.9	eV Å⁻¹
orbital gap	9.50	eV
E_HOMO	-8.78	eV
SMILES	[H]/N=C(\N)C(=C)O.N



6.
This record from the OMol25 dataset describes a structure of composition C26H55BBrNO11S at a distorted geometry. The level of theory is the ωB97M-V functional and the def2-TZVPD basis.

The geometry in XYZ format:
```
96
Properties=species:S:1:pos:R:3
C 1.4275 3.8580 2.5662
C 0.9876 2.4604 2.0035
Br -0.4791 1.6788 3.0905
C 2.2488 1.5626 1.9971
O 2.1317 0.3398 1.2564
S 1.9732 0.5387 -0.3941
O 0.5093 0.3469 -0.6416
O 2.2840 2.1154 -0.7984
B 1.3272 2.3884 -1.8648
O 0.2792 3.3089 -1.6292
N 1.4783 1.6725 -3.1292
C 0.2053 1.4631 -3.8242
C 2.5370 2.2388 -4.0109
H 1.6988 4.4727 1.6940
H 2.2920 3.7236 3.2356
H 0.5693 4.3059 3.0801
H 0.5735 2.6318 1.0035
H 2.4217 1.2667 3.0461
H 3.1258 2.1652 1.7073
H -0.4209 2.8008 -1.2108
H -0.6686 1.5345 -3.1569
H 0.1405 0.4598 -4.2829
H 0.0170 2.1842 -4.6435
H 2.8675 3.2085 -3.5781
H 3.3903 1.5408 -4.0937
H 2.1455 2.3943 -5.0247
C 5.7585 6.8466 -3.7439
C 4.5132 6.0246 -3.9491
O 4.2749 5.4971 -5.0100
C 3.5761 5.8857 -2.7784
H 6.3378 6.8606 -4.6655
H 5.4897 7.8711 -3.4813
H 6.3679 6.4084 -2.9516
H 3.2125 6.8700 -2.4793
H 4.0914 5.4038 -1.9449
H 2.7265 5.2694 -3.0668
C -2.6382 -4.0831 -0.4247
C -1.5708 -3.2655 -1.1008
O -1.0488 -3.6373 -2.1301
C -1.1773 -1.9666 -0.4534
H -2.8216 -4.9909 -0.9988
H -2.3124 -4.3621 0.5798
H -3.5643 -3.5063 -0.3728
H -0.7838 -2.1527 0.5489
H -2.0425 -1.3029 -0.3978
H -0.4103 -1.4909 -1.0474
C 3.5754 -2.7112 1.4282
C 5.0508 -2.5822 1.6975
O 5.5294 -1.5424 2.0928
C 5.9078 -3.7972 1.4564
H 3.0883 -1.7653 1.6439
H 3.4086 -2.9626 0.3788
H 3.1462 -3.4828 2.0705
H 5.8428 -4.0966 0.4091
H 5.5799 -4.6171 2.0974
H 6.9446 -3.5609 1.6907
C -6.2105 -0.2567 0.3877
C -5.0461 -0.3226 -0.5594
O -4.7788 -1.3420 -1.1572
C -4.2204 0.9253 -0.7366
H -6.7067 -1.2244 0.4155
H -5.8599 -0.0158 1.3896
H -6.9259 0.4964 0.0499
H -3.7828 1.2207 0.2192
H -4.8443 1.7321 -1.1245
H -3.4167 0.7297 -1.4469
C -2.9376 -3.1399 -4.5367
C -2.8855 -1.8582 -5.3248
O -2.3596 -0.8617 -4.8797
C -3.5149 -1.8616 -6.6944
H -2.4498 -2.9947 -3.5775
H -3.9772 -3.4269 -4.3643
H -2.4162 -3.9311 -5.0784
H -4.5778 -2.0952 -6.6146
H -3.0199 -2.5982 -7.3294
H -3.4044 -0.8769 -7.1467
C -5.4096 -3.8180 3.7899
C -5.0461 -2.3922 3.4718
O -5.8607 -1.6190 3.0187
C -3.6282 -1.9620 3.7396
H -6.4579 -3.9863 3.5482
H -4.7976 -4.4994 3.1965
H -5.2574 -4.0127 4.8527
H -2.9375 -2.5615 3.1439
H -3.3994 -2.0733 4.8008
H -3.5112 -0.9149 3.4632
C 2.0248 -0.9548 5.0813
C 1.5073 -1.3227 6.4465
O 0.8304 -2.3105 6.6178
C 1.8663 -0.4104 7.5900
H 1.6903 -1.6958 4.3566
H 1.6361 0.0223 4.7886
H 3.1169 -0.9372 5.0877
H 1.4738 0.5910 7.4046
H 2.9506 -0.3682 7.7065
H 1.4288 -0.7946 8.5099
```

Output
E_tot	-4903.15256	a.u.
multiplicity	1
F_max	2.6	eV Å⁻¹
orbital gap	9.34	eV
E_HOMO	-8.99	eV



What is the F_max in the first record?
3.6 eV Å⁻¹